1.
{"formula": "C10H11FN2O", "method": "ωB97M-V/def2-TZVPD", "species": ["C", "C", "C", "C", "C", "C", "C", "C", "C", "C", "H", "H", "H", "H", "H", "H", "H", "H", "H", "H", "H", "N", "N", "O", "F"], "coordinates": [[1.60037, 1.18698, -0.05691], [3.25136, -0.31475, -0.49131], [2.75673, -1.15262, 0.50270], [1.56337, -0.84852, 1.20006], [0.90591, 0.38917, 0.88296], [-1.26239, 1.51651, 1.04961], [-2.00665, 0.82643, -0.11434], [-1.56043, -1.49442, -0.26418], [-0.87977, -0.74930, -1.36372], [-1.08831, 0.52395, -1.31071], [4.08830, -0.57578, -1.12455], [3.28343, -2.07148, 0.70647], [1.16152, -1.51959, 1.97074], [-0.92309, 2.51750, 0.76104], [-1.94615, 1.64938, 1.91028], [-2.80983, 1.43399, -0.54579], [-3.35214, -0.66151, -0.21545], [-0.85426, -1.83021, 0.46499], [-2.10522, -2.34366, -0.62888], [-0.14853, -1.14574, -2.01526], [-0.66559, 1.22188, -2.01734], [2.68679, 0.87620, -0.70659], [-2.49418, -0.50109, 0.28712], [-0.19469, 0.72807, 1.60324], [0.99343, 2.33864, -0.48420]], "multiplicity": 1, "homo_energy_ev": -8.680, "lumo_energy_ha": 0.034, "smiles": "Fc1ncccc1OC[C@H]1C=CCN1", "mol_weight_g_mol": 194.21, "e_above_lowest_kcal_mol": 0.0}

---

2.
{"formula": "C6H9NS2", "method": "ωB97M-V/def2-TZVPD", "species": ["C", "C", "C", "C", "C", "C", "N", "S", "S", "H", "H", "H", "H", "H", "H", "H", "H", "H"], "coordinates": [[0.93482, 0.15403, -0.05940], [1.94853, -0.60058, -0.55807], [0.23563, 1.25525, -0.84691], [0.59258, -0.08472, 1.38521], [-1.27898, 1.08693, -0.92209], [0.95613, -1.48721, 1.70036], [-1.70353, -0.13503, -1.53413], [2.31192, -1.85009, 0.48054], [-2.10159, -1.54584, -0.84364], [0.32088, 2.35074, -0.51858], [0.51868, 1.26472, -1.79205], [1.09360, 0.70699, 1.90553], [-0.52610, 0.12162, 1.68504], [-1.66965, 1.05963, 0.02808], [-1.75806, 1.96862, -1.42385], [1.41031, -1.81292, 2.53365], [0.07888, -2.25718, 1.30274], [-1.36404, -0.19495, -2.52242]], "multiplicity": 1, "homo_energy_ev": [-8.301, -7.989], "lumo_energy_ha": [-0.026, -0.061], "mol_weight_g_mol": 159.28, "e_above_lowest_kcal_mol": 122.9}

---

3.
{"formula": "C3H6N2O", "method": "ωB97M-V/def2-TZVPD", "species": ["N", "C", "O", "N", "C", "C", "H", "H", "H", "H", "H", "H"], "coordinates": [[1.44753, -0.29694, 0.57786], [0.94576, -0.61055, -0.68394], [1.55372, -1.27561, -1.48706], [-0.42878, -0.29815, -0.83412], [-1.14899, -0.21044, 0.48742], [-1.09700, 0.92424, -0.43751], [1.52493, 0.68843, 0.78224], [2.26039, -0.83601, 0.80737], [-1.93416, -0.94603, 0.50361], [-0.64820, -0.08072, 1.44972], [-1.97465, 1.15454, -1.02449], [-0.50055, 1.78723, -0.14109]], "multiplicity": 1, "homo_energy_ev": -9.761, "lumo_energy_ha": 0.030, "smiles": "NC(=O)N1CC1", "mol_weight_g_mol": 86.09, "e_above_lowest_kcal_mol": 50.8}

---

4.
{"formula": "C55H35N6O2PtS", "method": "ωB97M-V/def2-TZVPD", "species": ["Pt", "C", "C", "C", "C", "C", "C", "C", "C", "C", "C", "C", "C", "C", "C", "C", "C", "C", "C", "C", "N", "C", "C", "C", "C", "C", "C", "C", "C", "C", "C", "C", "C", "N", "C", "C", "C", "C", "C", "N", "C", "C", "C", "C", "C", "C", "C", "C", "N", "H", "H", "H", "H", "H", "H", "H", "H", "H", "H", "H", "H", "H", "H", "H", "H", "H", "H", "H", "H", "H", "H", "H", "H", "H", "H", "H", "H", "O", "C", "N", "C", "O", "C", "C", "C", "C", "C", "C", "H", "H", "H", "H", "S", "C", "C", "N", "C", "H", "H", "H"], "coordinates": [[0.17515, -0.20917, -0.01174], [-1.38779, 5.14644, -5.25525], [-0.24929, 5.04210, -4.46397], [-0.12869, 3.99923, -3.55807], [-1.14482, 3.04981, -3.44018], [-2.27907, 3.15771, -4.23359], [-2.39875, 4.20498, -5.13779], [-0.95152, 1.95906, -2.43952], [-1.25533, 2.27312, -1.07349], [-2.06731, 3.37649, -0.65859], [-2.12928, 3.33655, 0.70005], [-1.35651, 2.21282, 1.11554], [-1.15742, 1.82366, 2.45525], [-1.60337, 2.76915, 3.52062], [-2.83591, 2.64427, 4.14830], [-3.21529, 3.55855, 5.12226], [-2.36615, 4.59775, 5.47380], [-1.12902, 4.72219, 4.85188], [-0.74922, 3.81220, 3.87624], [-0.47093, 0.69707, 2.82865], [0.29472, -0.10429, 2.00964], [1.13801, -0.80047, 2.81803], [2.25129, -1.51554, 2.43049], [3.24301, -1.90834, 3.48057], [4.22350, -0.98383, 3.83919], [5.15684, -1.29625, 4.81737], [5.11763, -2.53557, 5.44508], [4.14818, -3.46124, 5.08601], [3.21456, -3.14956, 4.10598], [2.58844, -1.77327, 1.08243], [3.65887, -2.61498, 0.66538], [3.63350, -2.64001, -0.70094], [2.55982, -1.80671, -1.10849], [1.92951, -1.29121, -0.02157], [2.19862, -1.57168, -2.48176], [1.10911, -0.85161, -2.86725], [0.79493, -0.53159, -4.26243], [-0.07808, 0.47382, -4.24484], [-0.34083, 0.79847, -2.84213], [0.29294, -0.10366, -2.03998], [3.20061, -1.96706, -3.51811], [3.04319, -3.08631, -4.32561], [3.97852, -3.37219, -5.31226], [5.07118, -2.53920, -5.49981], [5.24085, -1.42611, -4.68383], [4.31333, -1.14427, -3.69254], [0.76975, -0.55893, 4.22507], [-0.21399, 0.33634, 4.22630], [-0.84377, 1.57527, 0.00166], [-1.48581, 5.96227, -5.95962], [0.54534, 5.77137, -4.55241], [0.75741, 3.91346, -2.93798], [-3.07226, 2.42231, -4.14354], [-3.28700, 4.28469, -5.75122], [-2.55203, 4.07147, -1.32887], [-2.67380, 3.99009, 1.36538], [-3.49713, 1.82863, 3.87223], [-4.17930, 3.45967, 5.60479], [-2.66743, 5.31149, 6.22955], [-0.46118, 5.52933, 5.12422], [0.21375, 3.90657, 3.38560], [4.25026, -0.01752, 3.34706], [5.91372, -0.57142, 5.09035], [5.84061, -2.77794, 6.21289], [4.11687, -4.42887, 5.57131], [2.45770, -3.87664, 3.82762], [4.32835, -3.14101, 1.32918], [4.28222, -3.18764, -1.36812], [1.22548, -1.03306, -5.11547], [-0.53302, 0.98174, -5.08136], [2.18722, -3.73797, -4.18170], [3.85055, -4.24781, -5.93645], [5.78983, -2.75478, -6.27967], [6.09378, -0.77381, -4.82276], [4.44083, -0.27542, -3.05536], [1.23742, -1.04671, 5.06743], [-0.74823, 0.74928, 5.06837], [-2.51988, -0.78090, -2.20189], [-2.91330, -0.75157, -1.05040], [-2.12486, -0.73315, 0.08927], [-2.92448, -0.71275, 1.21577], [-2.55364, -0.70880, 2.37552], [-4.35791, -0.70766, 0.76325], [-5.53003, -0.64521, 1.48251], [-6.72152, -0.61840, 0.75666], [-6.71581, -0.65789, -0.63479], [-5.51851, -0.72099, -1.34739], [-4.35120, -0.74141, -0.61574], [-5.52465, -0.62363, 2.56576], [-7.66722, -0.56702, 1.28179], [-7.65714, -0.64005, -1.17098], [-5.50117, -0.75562, -2.43029], [-0.05712, -5.34396, 0.56723], [-0.39045, -4.86609, -1.03961], [-0.54551, -3.52038, -1.09698], [-0.38738, -2.87099, 0.10709], [-0.13583, -3.70985, 1.06489], [-0.47744, -5.58975, -1.83643], [-0.80345, -2.94412, -1.97804], [0.01064, -3.42562, 2.09932]], "multiplicity": 5, "total_charge": 1, "homo_energy_ev": [-8.518, -10.950], "lumo_energy_ha": [-0.130, -0.217], "s_squared": 6.04, "mol_weight_g_mol": 1039.07}

---

5.
{"formula": "C4H6N2O", "method": "ωB97M-V/def2-TZVPD", "species": ["C", "C", "C", "N", "C", "N", "O", "H", "H", "H", "H", "H", "H"], "coordinates": [[-2.35125, 0.49369, -0.05546], [-1.39176, -0.45178, 0.18795], [-0.47474, -0.99817, -0.76868], [0.78569, -0.77876, -0.94110], [1.28336, 0.24747, -0.11177], [2.62839, 0.39533, -0.23073], [0.59606, 0.94117, 0.62840], [-2.40745, 1.11212, -0.95493], [-2.55632, -0.85933, 0.03857], [-3.09529, 0.70452, 0.71508], [-0.89713, -1.81980, -1.35616], [3.09870, 1.02064, 0.40239], [3.15635, -0.28582, -0.74970]], "multiplicity": 1, "homo_energy_ev": -8.623, "lumo_energy_ha": 0.024, "mol_weight_g_mol": 98.10, "e_above_lowest_kcal_mol": 88.5}

---

6.
{"formula": "C5H9N3", "method": "ωB97M-V/def2-TZVPD", "species": ["C", "C", "C", "C", "C", "H", "H", "H", "H", "H", "H", "H", "H", "H", "N", "N", "N"], "coordinates": [[0.17594, -0.27043, 1.61995], [-0.65484, -0.06722, 0.32795], [-0.58558, 1.42969, -0.07496], [1.43506, 0.70318, -1.06768], [-1.35367, -1.30123, -0.15848], [-0.52696, -0.11437, 2.44115], [0.54496, -1.26629, 1.64814], [1.05120, 0.41990, 1.73109], [-0.75559, 2.21756, 0.68102], [-1.31298, 1.66899, -0.85953], [2.45732, 0.94228, -1.48051], [1.34103, -1.16132, -1.96602], [-2.31700, -1.30881, -0.67644], [-1.12693, -2.18371, 0.42836], [0.74628, 1.68055, -0.64867], [1.15694, -0.74878, -1.03247], [-0.27519, -0.64000, -0.91288]], "multiplicity": 1, "homo_energy_ev": -8.347, "lumo_energy_ha": 0.037, "smiles": "C[C@@]12CN=CNN1C2", "mol_weight_g_mol": 111.15, "e_above_lowest_kcal_mol": 95.6}

---

7.
{"formula": "C13H12HgO5P", "method": "ωB97M-V/def2-TZVPD", "species": ["O", "C", "Hg", "C", "O", "C", "O", "C", "O", "C", "O", "H", "C", "P", "C", "C", "C", "C", "C", "C", "C", "H", "H", "H", "H", "H", "H", "H", "H", "H", "H", "H"], "coordinates": [[-0.74697, -7.47461, 2.98411], [-0.21996, -6.53504, 2.61686], [0.58097, -3.34397, 1.09075], [1.96353, -0.75118, 0.03898], [2.87281, -0.13884, -0.24463], [-1.63358, -1.47012, -0.94612], [-2.57973, -1.32844, -1.55988], [-0.60350, -1.38602, 2.48947], [-1.19558, -1.27433, 3.48574], [0.88859, -3.96946, -1.52892], [0.90258, -4.61892, -2.48529], [-1.00570, -3.94604, 0.87155], [-0.01128, 1.43548, 2.13839], [-0.47712, 0.46560, 0.65857], [-2.29662, 0.79821, 0.82806], [0.17788, 1.61468, -0.67196], [1.26896, 2.46010, -0.34814], [1.88463, 3.22400, -1.34632], [1.52923, 3.03024, -2.69241], [0.59246, 2.04105, -3.03783], [-0.03948, 1.28772, -2.03075], [-0.56860, 1.03363, 3.01428], [-0.29764, 2.47617, 1.89614], [1.08708, 1.34362, 2.28910], [-2.39912, 1.87967, 1.06068], [-2.60430, 0.17123, 1.69030], [-2.85444, 0.45929, -0.07454], [1.57104, 2.55952, 0.69245], [2.61691, 3.97926, -1.04649], [1.99194, 3.64167, -3.46218], [0.32175, 1.86456, -4.07998], [-0.71675, 0.47126, -2.29000]], "multiplicity": 1, "total_charge": 1, "homo_energy_ev": [-11.150, -11.150], "lumo_energy_ha": [-0.225, -0.225], "mol_weight_g_mol": 479.80, "e_above_lowest_kcal_mol": 21.3}